# 1
DFT (ωB97M-V/def2-TZVPD) results for C4H9NO3 in the gas phase.

Element x y z (Å)
C: -1.218012 -1.638535 -0.442950
C: -0.466241 -0.333968 -0.240895
O: 0.783056 -0.634070 0.418617
C: 1.925401 -0.123191 -0.113704
O: 2.063647 1.237727 -0.062326
C: -1.308563 0.666816 0.579792
N: -0.597856 1.647646 1.170223
O: -2.523128 0.630454 0.574368
H: -1.403497 -2.107715 0.520633
H: -0.639596 -2.316975 -1.066716
H: -2.171033 -1.432657 -0.924375
H: -0.251920 0.131369 -1.212342
H: 2.770238 -0.635041 0.353248
H: 1.947030 -0.221087 -1.377206
H: 1.774375 1.190588 -1.116542
H: -1.092581 2.349837 1.695338
H: 0.408682 1.588802 1.244836

Atoms 1-2, force components in eV/Å:
C 0.0669 0.2618 -0.0636
C 0.0771 -0.4490 0.3915

Summary:
Total charge   0
Structure (SMILES)   C[C@H](OCO)C(N)=O
Frontier orbital gap   10.1627 eV
Relative energy (zero: lowest compared OMol25 entry of this formula, charge and spin)   55.18 kcal per mole
LUMO   0.41 eV
Highest occupied orbital energy   -9.75 eV
Energy   -11925.1487 eV

***

# 2
DFT (ωB97M-V/def2-TZVPD) results for 3 unconnected molecules or ions with the total composition C4H9NO3.

Element x y z (Å)
O: -1.943761 1.327612 -0.995232
C: -1.903381 0.344425 -0.260052
C: -0.745509 -0.720989 -0.573098
C: -0.658081 -0.064394 0.741062
O: -2.115541 -2.501170 0.575998
N: 2.414280 1.891223 0.388465
C: 2.676084 0.822700 -0.248074
O: 2.406202 -0.477944 0.130939
H: -2.862635 -0.136646 -0.079951
H: -1.043320 -1.772053 -0.392082
H: -1.145954 -0.464078 1.639040
H: -0.186472 0.911528 0.854727
H: -2.689952 -3.204075 0.894385
H: 3.091052 2.222852 1.071433
H: 3.268685 0.901421 -1.180505
H: 1.645348 0.159554 0.519581
H: -0.060908 -0.445188 -1.351960

Atoms 1-2, force components in eV/Å:
O 1.3078 -0.4602 0.7416
C -4.4896 0.9940 -2.0059

Summary:
Total charge   0
Frontier orbital gap   5.1324 eV
Relative energy (zero: lowest compared OMol25 entry of this formula, charge and spin)   251.58 kcal per mole
LUMO   -3.31 eV
Highest occupied orbital energy   -8.45 eV
Energy   -11916.6317 eV

***

# 3
DFT (ωB97M-V/def2-TZVPD) results for C4H9NO3 in the gas phase.

Element x y z (Å)
C: -0.370143 -0.566502 -0.840203
C: -0.570625 2.002989 0.798877
C: -0.540284 -1.945058 -1.297492
N: -0.283006 0.594167 1.004583
C: 0.693394 -0.213694 0.127741
O: -0.008283 0.352128 2.363554
O: 1.450250 0.612285 -0.926996
O: 1.372476 -1.060999 0.770570
H: 0.704137 -0.333671 2.285402
H: 2.307764 0.157553 -0.966844
H: -0.932842 0.219355 -1.332778
H: -1.437694 2.272792 1.402264
H: 0.286381 2.620871 1.079848
H: -0.794052 2.181498 -0.252268
H: -0.550233 -2.009212 -2.389170
H: 0.208272 -2.607874 -0.864587
H: -1.535511 -2.276628 -0.962500

Atoms 1-2, force components in eV/Å:
C 0.1924 -0.7650 -0.1224
C 0.2269 -0.0663 -0.0135

Summary:
Total charge   0
Frontier orbital gap (spin up / spin down)   7.4472 / 7.4499 eV
Relative energy (zero: lowest compared OMol25 entry of this formula, charge and spin)   137.11 kcal per mole
LUMO (spin up / spin down)   -1.14 / -1.14 eV
Highest occupied orbital energy (spin up / spin down)   -8.59 / -8.59 eV
Energy   -11921.5958 eV

***

# 4
DFT (ωB97M-V/def2-TZVPD) results for a molecular structure, C4H9NO3.

Element x y z (Å)
C: 0.026977 -1.438763 -1.278870
C: 0.072814 -0.392055 0.710240
C: -1.363326 -0.067601 0.386581
C: 2.150688 2.415091 0.425136
H: 0.978810 -1.945300 -2.074146
H: -0.030359 -0.240779 -1.827265
H: -1.020009 -2.182274 -1.454635
H: 0.294877 -0.250017 1.871501
H: -1.962029 0.794847 1.111587
H: -1.319045 -0.092922 -0.787403
H: -3.091993 -1.262718 0.433278
H: 2.288793 3.142105 1.258764
H: 2.311497 2.410483 -0.517619
N: 1.506988 1.470025 1.094222
O: 0.311881 -1.662638 0.150404
O: -2.124991 -1.353189 0.588527
O: 0.968427 0.655705 -0.090301

Atoms 1-2, force components in eV/Å:
C 0.4448 -2.9038 -4.5261
C 1.0987 1.0560 0.8187

Summary:
Total charge   0
Frontier orbital gap   10.6255 eV
Relative energy (zero: lowest compared OMol25 entry of this formula, charge and spin)   218.99 kcal per mole
LUMO   0.86 eV
Highest occupied orbital energy   -9.77 eV
Energy   -11918.0453 eV

***

# 5
DFT (ωB97M-V/def2-TZVPD) results for 2 unconnected molecules or ions with the total composition C4H9NO4.

Element x y z (Å)
O: 2.567041 -1.516850 -0.347313
C: 1.539959 -0.968516 -0.578556
N: 1.436046 0.455518 -0.554540
C: 0.213021 1.162851 -0.474868
O: 0.146302 2.295598 -0.090824
C: -0.985009 0.489559 -1.153375
C: -2.111588 0.099101 -0.202415
O: -2.641638 -1.194123 -0.328924
H: 0.676455 -1.442554 -1.059494
H: 2.057573 0.903425 0.123430
H: -0.759689 -0.469527 -1.613506
H: -1.224046 1.129457 -2.013160
H: -1.845559 0.273612 0.852912
H: -2.985893 0.745540 -0.341386
H: -2.002294 -1.886572 -0.206407
O: 0.408245 -0.470144 2.809049
H: -0.310540 -0.626888 3.435896
H: 0.093999 0.271959 2.287100

Atoms 1-2, force components in eV/Å:
O 0.3798 -0.5374 0.5994
C 0.1141 1.4783 -1.3295

Summary:
Total charge   0
Structure (SMILES)   O=CNC(=O)CCO.O
Frontier orbital gap   11.0036 eV
Relative energy (zero: lowest compared OMol25 entry of this formula, charge and spin)   36.88 kcal per mole
LUMO   0.40 eV
Highest occupied orbital energy   -10.61 eV
Energy   -13973.5577 eV

***

# 6
DFT (ωB97M-V/def2-TZVPD) results for a gas-phase ion, C4H9NOS (charge -2).

Element x y z (Å)
O: -1.783143 1.902433 -2.036074
C: -0.764091 1.076025 -2.211702
N: 0.222384 0.995919 -1.064757
C: -0.245411 0.201752 0.063638
C: 0.884855 -0.624355 0.735586
C: 0.396360 -1.267492 2.022116
S: 1.586830 -2.195430 3.048092
H: -1.033473 -0.009921 -2.335066
H: -0.113844 1.330611 -3.092540
H: 0.291023 1.975875 -0.785223
H: -0.964685 -0.514008 -0.363554
H: -0.790813 0.762250 0.829741
H: 1.659580 0.133199 0.899672
H: 1.213661 -1.314365 -0.031245
H: -0.425001 -1.943027 1.735792
H: -0.134236 -0.509460 2.585517

Atoms 1-2, force components in eV/Å:
O -0.2037 0.1037 -0.0480
C 0.1801 -0.1248 0.2431

Summary:
Total charge   -2
Structure (SMILES)   [O-]CNCCC[S-]
Frontier orbital gap   5.7920 eV
Relative energy (zero: lowest compared OMol25 entry of this formula, charge and spin)   2.52 kcal per mole
LUMO   5.97 eV
Highest occupied orbital energy   0.18 eV
Energy   -18664.6825 eV

***

# 7
DFT (ωB97M-V/def2-TZVPD) results for a gas-phase ion, C4H9NOS (charge -2).

Element x y z (Å)
C: -0.464765 -1.388549 0.291122
C: 0.417840 -0.133225 -0.010937
C: 1.710984 -0.022731 0.776209
S: 2.823103 -1.595927 0.727026
N: -0.346762 1.164083 0.015995
C: -1.369567 1.244657 -1.041989
O: -2.190125 2.313409 -0.831708
H: -0.377919 -2.015516 -0.601587
H: -1.485053 -1.250487 0.631868
H: 0.085312 -1.971949 1.048560
H: 0.774978 -0.240504 -1.034959
H: 2.283088 0.790058 0.332963
H: 1.548322 0.116964 1.844429
H: -0.625513 1.338723 0.970284
H: -0.848529 1.385022 -2.019960
H: -1.935394 0.265971 -1.097318

Atoms 1-2, force components in eV/Å:
C 1.8854 -0.5288 0.2477
C -1.0861 0.9580 -0.2403

Summary:
Total charge   -2
Structure (SMILES)   C[C@H](C[S-])NC[O-]
Frontier orbital gap   5.5566 eV
Relative energy (zero: lowest compared OMol25 entry of this formula, charge and spin)   17.26 kcal per mole
LUMO   6.07 eV
Highest occupied orbital energy   0.51 eV
Energy   -18664.0432 eV

***

# 8
DFT (ωB97M-V/def2-TZVPD) results for a gas-phase ion, C4H9NOS (charge -2).

Element x y z (Å)
C: -0.172337 1.424160 0.350732
C: 0.195845 -0.024901 -0.022364
C: -0.583612 -1.002591 0.879735
S: -0.012428 -1.096308 2.632539
N: -0.053525 -0.375127 -1.418859
C: 0.498204 0.493386 -2.486755
O: -0.064021 1.693578 -2.675994
H: 0.575367 2.136836 0.001674
H: -1.058683 1.695936 -0.227128
H: -0.329090 1.502934 1.425088
H: 1.254219 -0.232195 0.191319
H: -0.449659 -2.000792 0.471831
H: -1.651830 -0.769352 0.809398
H: -1.055937 -0.429502 -1.592235
H: 0.455515 -0.173864 -3.401111
H: 1.600244 0.538722 -2.263398

Atoms 1-2, force components in eV/Å:
C 0.1139 -0.1060 -0.4835
C -0.2371 -0.0759 0.3061

Summary:
Total charge   -2
Structure (SMILES)   C[C@@H](C[S-])NC[O-]
Frontier orbital gap   5.6233 eV
Relative energy (zero: lowest compared OMol25 entry of this formula, charge and spin)   6.48 kcal per mole
LUMO   6.12 eV
Highest occupied orbital energy   0.50 eV
Energy   -18664.5108 eV